[1]
Formula: C46H41N4O
Source: the Open Molecules 2025 dataset
Level of theory: ωB97M-V/def2-TZVPD

Last column: Löwdin charge in e.
Cartesian coordinates (Å):
C -1.1906 2.7838 1.5766  -0.02
O -0.8248 1.7123 2.4800  -0.18
C -1.3927 0.4932 2.3829  -0.23
C -2.8342 0.4383 2.0812  -0.22
C -3.2424 -0.0755 0.8383  -0.03
C -4.5971 -0.2447 0.5636  -0.07
C -5.5508 0.1480 1.5043  -0.08
C -5.1547 0.7569 2.6992  -0.08
C -3.8027 0.9512 2.9748  -0.04
C -0.5492 -0.6240 2.3718  -0.08
N -0.9288 -1.9217 2.1595  -0.01
C -2.1662 -2.5729 2.2354  -0.22
C -2.3494 -3.6097 1.3222  -0.02
C -3.5816 -4.2574 1.2646  -0.07
C -4.5928 -3.8993 2.1676  -0.09
C -4.3653 -2.9104 3.1373  -0.08
C -3.1310 -2.2637 3.1964  -0.03
N 0.1253 -2.7155 1.7865  0.18
C 1.1811 -1.9357 1.8231  -0.21
C 2.5388 -2.4341 1.7007  -0.16
C 3.6371 -1.8518 2.3767  -0.03
C 4.8956 -2.4438 2.2859  -0.07
C 5.0580 -3.6324 1.5582  -0.08
C 3.9683 -4.2145 0.8908  -0.07
C 2.7113 -3.6241 0.9650  -0.02
N 0.8277 -0.6291 2.1189  0.11
C 1.6718 0.4941 1.9324  -0.23
C 1.7327 1.4300 2.9416  -0.06
C 2.5338 2.5604 2.7994  -0.07
C 3.2575 2.7302 1.6146  -0.08
C 3.1820 1.7844 0.5882  -0.06
C 2.3849 0.6420 0.7486  0.00
H -0.3520 3.4842 1.6168  0.08
H -1.3100 2.3977 0.5539  0.10
H -2.1174 3.2527 1.9334  0.09
H -2.4624 -0.3354 0.1158  0.13
H -4.8936 -0.6932 -0.3858  0.11
H -6.6069 -0.0471 1.3157  0.11
H -5.9051 1.0664 3.4293  0.10
H -3.4629 1.4541 3.8856  0.11
H -1.5198 -3.8745 0.6697  0.11
H -3.7352 -5.0366 0.5162  0.11
H -5.5701 -4.3908 2.1187  0.10
H -5.1533 -2.6429 3.8468  0.11
H -2.8955 -1.5144 3.9515  0.12
H 3.4914 -0.9385 2.9593  0.11
H 5.7426 -1.9735 2.7919  0.11
H 6.0413 -4.1039 1.5193  0.11
H 4.0961 -5.1313 0.3158  0.11
H 1.8414 -4.0531 0.4670  0.11
H 1.1371 1.2556 3.8306  0.08
H 2.5883 3.2800 3.6164  0.10
H 3.8879 3.6130 1.4900  0.11
H 3.7473 1.9127 -0.3363  0.11
H 2.3194 -0.1258 -0.0275  0.13
C -0.2179 6.2815 3.7400  0.01
C -1.3114 5.6470 4.4970  -0.17
N -2.4910 6.2814 4.7080  -0.03
C -2.8801 7.5364 4.0948  0.02
C -3.3147 5.5355 5.5507  -0.15
C -2.6037 4.3748 5.9191  -0.12
C -3.1925 3.4912 6.8204  -0.02
C -4.4554 3.8054 7.3499  -0.06
C -5.1406 4.9750 6.9689  -0.06
C -4.5679 5.8626 6.0474  0.00
C -1.3288 4.4105 5.2009  -0.10
C -0.3206 3.4392 5.2566  0.12
C 0.1428 2.8970 6.4817  -0.18
C -0.2064 3.4529 7.7523  0.01
C 0.0586 2.7504 8.9130  -0.01
C 0.7112 1.5135 8.8617  -0.24
C 0.8224 0.6992 10.1028  -0.03
C 1.2449 1.0642 7.6490  0.00
C 1.0127 1.7745 6.4903  0.02
H 0.7209 5.7697 3.9836  0.09
H -0.3673 6.1973 2.6510  0.11
H -0.1249 7.3523 3.9895  0.10
H -3.8964 7.7754 4.4146  0.09
H -2.2043 8.3521 4.3830  0.11
H -2.8727 7.4492 3.0016  0.11
H -2.6521 2.5880 7.1032  0.12
H -4.9122 3.1357 8.0825  0.11
H -6.1183 5.2000 7.3915  0.11
H -5.0468 6.7894 5.7441  0.11
H 0.1332 3.0801 4.3316  0.11
H -0.7073 4.4212 7.8040  0.13
H -0.2710 3.1377 9.8782  0.13
H 1.3332 -0.2450 9.9091  0.09
H 1.3646 1.2391 10.8859  0.10
H -0.1719 0.4667 10.5003  0.10
H 1.8174 0.1364 7.6288  0.13
H 1.4795 1.4706 5.5580  0.10

Largest force on an atom = 0.068 Eh/bohr
HOMO-LUMO gap = 3.27 eV
Charge = +1
E_tot = -56367.3391 eV



[2]
Formula: C25H23N2O9SSeY
Source: the Open Molecules 2025 dataset
Level of theory: ωB97M-V/def2-TZVPD

Last column: Löwdin charge in e.
Cartesian coordinates (Å):
Y -1.1448 -0.4598 2.1015  1.37
O 1.1701 -0.0021 8.0064  0.03
C 0.8953 0.1181 6.6389  -0.25
C 1.6287 -0.5492 5.6553  0.08
C 1.0613 -0.4816 4.3781  -0.19
N -0.0213 0.1883 4.1398  0.08
C -0.7375 0.8290 5.0940  -0.12
C -0.2854 0.7786 6.3786  0.05
C -2.1552 1.3040 4.6379  -0.57
O -2.9442 1.7434 5.4566  0.03
O -2.2802 1.1154 3.3577  -0.18
C 1.6392 -1.2918 3.2802  -0.61
O 2.6828 -1.8550 3.4643  0.07
O 0.8943 -1.2950 2.2344  -0.17
H 2.0314 -0.3371 8.2168  0.08
H 2.5620 -1.0346 5.9197  0.12
H -0.9954 1.1282 7.1175  0.13
C 0.3694 -1.1411 -5.1840  -0.07
C -0.6362 -1.3291 -4.1179  -0.29
C -1.3679 -2.5194 -3.9340  -0.06
C -2.0970 -2.7378 -2.7961  -0.09
C -2.0886 -1.7550 -1.8216  -0.23
C -1.5419 -0.4864 -2.0776  -0.05
C -0.8918 -0.2491 -3.2627  -0.03
S -2.5407 -2.2852 -0.0926  0.55
O -3.3696 -3.4471 -0.2294  -0.31
O -3.1922 -1.1124 0.5221  -0.40
N -1.1475 -2.3569 0.5742  -0.29
C -0.7627 -3.4963 1.4210  -0.19
C -1.4536 -3.4509 2.7880  -0.60
O -1.6346 -4.4668 3.4480  0.01
O -1.8406 -2.2223 3.1882  -0.21
H 0.5119 -2.0683 -5.7583  0.07
H 1.2849 -0.8157 -4.7312  0.07
H 0.0353 -0.3074 -5.8171  0.08
H -1.1513 -3.3099 -4.6798  0.11
H -2.5341 -3.7025 -2.5368  0.11
H -1.6114 0.2820 -1.3262  0.07
H -0.3530 0.7421 -3.4149  0.11
H 0.3106 -3.2657 1.7841  0.13
H -0.7423 -4.4592 0.9834  0.09
C 2.5020 3.0243 -4.9113  -0.07
C 1.7766 2.6409 -3.6188  -0.31
C 2.3924 1.8222 -2.7099  -0.05
C 1.8512 1.5328 -1.4248  -0.29
C 2.6225 0.8645 -0.3475  -0.12
C 0.5491 2.0737 -1.1477  -0.57
Se -0.0848 2.0059 0.6847  0.58
C -0.1305 2.7939 -2.1308  -0.33
C -1.5561 3.3325 -1.8615  -0.09
C 0.4714 3.0960 -3.3470  -0.05
H 2.0640 3.9493 -5.2925  0.06
H 2.4016 2.2513 -5.7019  0.07
H 3.5262 3.2730 -4.7117  0.05
H 3.4189 1.3893 -3.0368  0.13
H 3.4669 0.3485 -0.8438  0.07
H 2.0646 0.0628 0.1372  0.05
H 2.8927 1.5021 0.5118  0.07
H -2.1590 2.6241 -1.3009  0.04
H -2.1606 3.6693 -2.7391  0.08
H -1.4216 4.0903 -1.1616  0.03
H -0.0436 3.7150 -4.0524  0.10

Largest force on an atom = 0.059 Eh/bohr
HOMO-LUMO gap = 6.47 eV
Charge = -2
E_tot = -124939.0010 eV



[3]
Formula: C8H9Cl2NO
Source: the Open Molecules 2025 dataset
Level of theory: ωB97M-V/def2-TZVPD

Last column: Löwdin charge in e.
Cartesian coordinates (Å):
O 0.1879 -2.6807 0.1264  0.02
C -0.6263 -1.8972 -0.3421  -0.62
N -1.8686 -1.7316 0.2031  0.14
C -0.3497 -1.0399 -1.5576  -0.01
H -2.5474 -1.0756 -0.1910  0.11
H -2.1121 -2.2858 1.0278  0.12
H 0.6713 -1.2453 -1.9208  0.09
H -0.4255 0.0320 -1.3088  0.06
H -1.0633 -1.2643 -2.3682  0.09
Cl 3.3746 0.9426 -1.0276  0.67
Cl -2.0190 1.2554 2.0828  0.67
C 0.9956 2.0808 -0.4165  -0.12
C 1.5656 0.0473 0.7764  -0.11
C -0.2100 2.1507 0.2788  -0.12
C 0.3600 0.1173 1.4717  -0.13
C 1.8753 1.0296 -0.1630  -0.69
C -0.5197 1.1685 1.2182  -0.69
H 1.2562 2.8456 -1.1600  0.12
H 2.2707 -0.7735 0.9630  0.12
H -0.9150 2.9715 0.0922  0.11
H 0.0994 -0.6475 2.2152  0.12

Largest force on an atom = 0.017 Eh/bohr
HOMO-LUMO gap = 9.84 eV
E_tot = -37025.3067 eV



[4]
Formula: C2H7N3
Source: the Open Molecules 2025 dataset
Level of theory: ωB97M-V/def2-TZVPD

Last column: Löwdin charge in e.
Cartesian coordinates (Å):
C 0.8506 -1.2740 -0.0355  -0.22
C -0.4579 1.4036 0.4133  -0.30
H 1.6442 -0.3959 0.2286  0.10
H 1.1990 -1.8821 -0.9232  0.09
H 0.8085 -1.7800 1.0633  0.11
H -0.4175 -0.4145 -1.2182  0.12
H -1.8956 -0.1742 1.2198  0.20
H -0.4774 2.4457 1.0260  0.14
H 0.0941 1.0292 -1.6311  0.05
N -0.5273 -0.8851 -0.1598  -0.20
N -0.8752 0.1354 0.8242  -0.08
N 0.0545 1.7919 -0.8074  -0.01

Largest force on an atom = 0.113 Eh/bohr
HOMO-LUMO gap = 10.43 eV
E_tot = -6653.6420 eV



[5]
Formula: C4H27N2O9
Source: the Open Molecules 2025 dataset
Level of theory: ωB97M-V/def2-TZVPD

Last column: Löwdin charge in e.
Cartesian coordinates (Å):
N 0.4470 0.0313 -0.7325  0.20
C 0.3951 0.5835 0.6759  -0.25
C 1.8095 0.5208 1.2281  -0.11
C 2.0656 1.3890 2.4827  -0.22
O 1.3208 1.3932 3.4182  0.08
C 0.0866 2.1018 0.5974  -0.21
N -1.0418 2.3564 -0.2786  0.03
H 1.2265 -0.6170 -0.8651  0.14
H 0.7468 0.7833 -1.3616  0.11
H -0.4320 -0.4830 -0.9294  0.09
H -0.3958 0.0787 1.1943  0.12
H 2.1495 -0.4469 1.6025  0.11
H 2.5303 0.8544 0.4767  0.12
H 2.9290 2.0634 2.3345  0.14
H -0.1058 2.4957 1.5877  0.13
H 1.0077 2.5768 0.2560  0.13
H -0.7720 2.4924 -1.2450  0.04
H -1.4759 3.2474 -0.0784  0.09
H 1.6198 -2.4419 -3.4252  0.06
H 0.2477 -2.3513 -2.5899  0.03
O 0.9511 -1.8768 -3.0444  -0.04
H -0.9950 1.3429 -4.2142  0.05
H -1.5821 2.1351 -3.0417  0.04
O -1.7555 1.3966 -3.6300  -0.02
H 0.9027 -2.4994 3.6665  0.05
H 0.9417 -2.5222 2.2232  0.03
O 1.4813 -2.1907 2.9539  -0.05
H -0.4595 0.3567 4.0877  0.05
H -1.8927 -0.2880 3.9735  0.07
O -1.0069 -0.2660 3.5929  -0.07
H -1.5919 -0.3283 -3.1670  0.04
H -2.7069 -0.7724 -2.3175  0.08
O -1.7513 -0.9127 -2.3861  -0.09
H -1.7559 -2.8502 2.9079  0.06
H -1.8120 -1.3743 2.4439  -0.01
O -2.3333 -2.1903 2.5143  -0.05
H 2.1036 0.2388 -3.5372  0.04
H 1.2544 1.5493 -3.7996  0.03
O 1.8806 1.1202 -3.2203  -0.03
H -1.6066 -2.1664 0.6359  0.00
H -1.5902 -2.1703 -0.8808  0.02
O -1.0344 -2.3594 -0.1092  -0.05

Largest force on an atom = 0.035 Eh/bohr
HOMO-LUMO gap = 10.13 eV
Charge = +1
E_tot = -25987.7525 eV



[6]
Formula: C5H7N
Source: the Open Molecules 2025 dataset
Level of theory: ωB97M-V/def2-TZVPD

Last column: Löwdin charge in e.
Cartesian coordinates (Å):
C -1.8810 0.2418 0.0142  -0.03
N -0.4466 -0.0401 0.0953  -0.16
C 0.3193 -1.1407 0.4731  -0.10
C 1.6396 -0.8518 0.2133  -0.12
C 1.6989 0.4587 -0.3232  -0.11
C 0.4137 0.9133 -0.3832  -0.14
H -2.3695 0.3517 0.9878  0.09
H -2.4349 -0.4814 -0.5916  0.09
H -1.9755 1.2084 -0.4937  0.08
H -0.0438 -2.0249 0.9842  0.11
H 2.4898 -1.5014 0.3889  0.09
H 2.5744 1.0187 -0.6159  0.09
H 0.0155 1.8477 -0.7493  0.11

Largest force on an atom = 0.011 Eh/bohr
HOMO-LUMO gap = 9.25 eV
E_tot = -6787.9960 eV